55
Properties=species:S:1:pos:R:3 method="wB97M-V/def2-TZVPD" gap_ev=11.31 spin_multiplicity=1 relative_energy_kcal_mol=0.00 smiles="N#C[C@@H]([C@H](C#N)C(F)(F)C(F)(F)C(F)(F)C(F)(F)F)C(F)(F)F.CCOS(C)(=O)=O.CCOS(C)(=O)=O" largest_force_ev_per_a=0.42
N -0.02 6.18 -2.03
C -0.49 5.62 -1.15
C -1.10 4.90 -0.01
C -0.15 4.98 1.23
C 1.26 4.99 0.83
N 2.37 5.00 0.53
C -0.37 3.92 2.35
F 0.63 4.03 3.24
F -1.52 4.18 3.00
C -0.49 2.41 1.95
F -0.57 1.71 3.10
F -1.64 2.26 1.27
C 0.67 1.80 1.12
F 0.61 2.27 -0.14
F 1.84 2.15 1.67
C 0.63 0.24 1.06
F 1.30 -0.16 -0.02
F 1.20 -0.29 2.14
F -0.62 -0.21 0.98
C -2.54 5.47 0.23
F -2.86 6.39 -0.67
F -3.43 4.48 0.15
F -2.67 6.05 1.43
H -1.22 3.87 -0.34
H -0.34 5.95 1.72
C -2.41 -2.17 3.06
C -2.60 -3.10 1.88
O -2.79 -4.48 2.29
S -4.23 -4.89 2.82
C -4.03 -6.63 2.69
O -5.21 -4.44 1.88
O -4.36 -4.53 4.20
H -3.31 -2.09 3.66
H -2.14 -1.18 2.71
H -1.61 -2.54 3.71
H -3.45 -2.80 1.26
H -1.72 -3.12 1.25
H -3.88 -6.89 1.64
H -4.94 -7.08 3.07
H -3.18 -6.93 3.29
C 4.66 -2.85 -6.01
C 3.72 -3.03 -4.84
O 4.06 -2.17 -3.72
S 3.61 -0.65 -3.81
C 3.82 -0.26 -2.11
O 2.21 -0.61 -4.15
O 4.54 0.08 -4.59
H 4.55 -1.87 -6.47
H 4.46 -3.61 -6.76
H 5.70 -2.95 -5.68
H 2.69 -2.85 -5.12
H 3.79 -4.04 -4.43
H 3.14 -0.87 -1.52
H 3.58 0.80 -2.00
H 4.85 -0.44 -1.83

15
Properties=species:S:1:pos:R:3 method="wB97M-V/def2-TZVPD" gap_ev=10.17 spin_multiplicity=1 relative_energy_kcal_mol=15.25 smiles="NC(=O)NCCO" largest_force_ev_per_a=1.36
N -0.72 -2.21 0.81
C -1.50 -1.08 0.78
O -2.68 -1.08 1.05
N -0.86 0.04 0.34
C 0.39 0.10 -0.38
C 0.83 1.56 -0.54
O 2.01 1.59 -1.30
H 0.27 -2.12 0.98
H -1.12 -3.11 0.92
H -1.49 0.81 0.27
H 0.23 -0.29 -1.40
H 1.17 -0.52 0.06
H -0.01 2.03 -1.06
H 0.89 2.01 0.45
H 2.58 2.27 -0.98

215
Properties=species:S:1:pos:R:3 method="wB97M-V/def2-TZVPD" gap_ev="6.94 / 8.34" s2=2.03 spin_multiplicity=3 largest_force_ev_per_a=5.20
O 1.74 2.34 3.09
V 0.95 3.55 2.38
C -0.60 0.97 0.61
O 0.73 0.47 0.91
O -0.58 2.13 1.41
C -0.88 1.08 -0.96
F -2.08 1.60 -1.24
F -0.04 1.90 -1.57
F -0.84 -0.14 -1.59
C 1.03 -0.87 0.49
C 2.50 -1.14 0.85
H 2.74 -2.19 0.65
H 3.14 -0.57 0.18
H 2.68 -0.83 1.88
H 1.00 -1.05 -0.58
H 0.38 -1.61 0.95
H -1.35 0.26 0.97
C 8.72 -4.78 1.58
O 7.37 -4.37 1.38
C 6.68 -5.24 0.46
C 5.25 -4.76 0.24
O 4.36 -5.28 1.22
C 4.44 -4.66 2.46
C 3.51 -5.29 3.50
O 3.81 -6.65 3.56
C 2.94 -7.40 4.29
H 9.26 -4.83 0.63
H 8.79 -5.69 2.17
H 9.23 -4.00 2.14
H 6.73 -6.28 0.79
H 7.15 -5.14 -0.52
H 4.95 -5.25 -0.68
H 5.20 -3.68 0.27
H 4.33 -3.57 2.46
H 5.45 -4.78 2.86
H 2.46 -5.13 3.25
H 3.70 -4.81 4.47
H 1.92 -7.27 3.93
H 2.94 -7.12 5.34
H 3.32 -8.42 4.29
C 1.36 -4.85 0.28
O 0.57 -4.54 -0.87
C -0.30 -5.62 -1.26
C -1.05 -5.32 -2.56
O -0.10 -5.19 -3.72
C 0.81 -4.03 -3.61
C 1.27 -3.68 -5.07
O 0.13 -3.41 -5.86
C 0.56 -2.71 -7.07
H 0.87 -5.13 1.21
H 2.11 -4.08 0.49
H 2.03 -5.59 -0.15
H -1.05 -5.86 -0.51
H 0.24 -6.55 -1.41
H -1.72 -4.46 -2.48
H -1.67 -6.17 -2.85
H 1.67 -4.31 -3.00
H 0.32 -3.19 -3.12
H 1.74 -4.51 -5.59
H 1.93 -2.81 -5.02
H 1.01 -1.74 -6.84
H -0.27 -2.50 -7.75
H 1.21 -3.38 -7.63
C 2.77 9.35 0.26
O 1.93 8.50 -0.57
C 1.60 9.07 -1.82
C 0.76 8.11 -2.68
O -0.54 8.05 -2.12
C -1.62 7.57 -2.96
C -1.60 6.06 -3.22
O -0.35 5.76 -3.84
C -0.09 4.35 -3.91
H 2.86 9.00 1.29
H 2.30 10.32 0.42
H 3.78 9.57 -0.10
H 2.51 9.39 -2.33
H 1.05 9.98 -1.58
H 1.28 7.16 -2.79
H 0.64 8.55 -3.67
H -1.55 8.18 -3.86
H -2.59 7.83 -2.54
H -2.41 5.74 -3.88
H -1.69 5.53 -2.27
H -0.25 3.88 -2.94
H 0.90 4.20 -4.34
H -0.74 3.87 -4.64
C 4.00 -2.20 -2.48
O 3.37 -1.35 -3.43
C 2.35 -0.48 -3.00
C 1.86 0.51 -4.10
O 2.89 1.34 -4.58
C 2.48 2.13 -5.67
C 3.40 3.34 -5.88
O 3.42 4.39 -4.94
C 3.67 3.98 -3.62
H 3.30 -2.60 -1.74
H 4.72 -1.64 -1.88
H 4.45 -3.01 -3.06
H 2.79 0.06 -2.16
H 1.52 -1.08 -2.63
H 0.96 1.06 -3.85
H 1.55 -0.06 -4.98
H 1.49 2.52 -5.42
H 2.27 1.53 -6.56
H 3.14 3.83 -6.82
H 4.41 2.96 -6.02
H 3.70 4.90 -3.03
H 4.63 3.47 -3.57
H 2.88 3.35 -3.20
C -2.41 -0.12 5.20
O -1.51 -1.24 5.03
C -0.50 -1.10 3.98
C 0.50 -2.24 3.96
O 0.17 -3.55 3.49
C -0.65 -4.46 4.29
C -0.24 -4.62 5.75
O 1.14 -5.02 5.80
C 1.71 -4.84 7.12
H -2.67 0.39 4.27
H -2.00 0.62 5.89
H -3.32 -0.55 5.62
H 0.01 -0.16 4.17
H -0.89 -0.98 2.97
H 0.88 -2.46 4.96
H 1.41 -1.99 3.43
H -0.76 -5.41 3.76
H -1.67 -4.08 4.21
H -0.81 -5.42 6.22
H -0.47 -3.71 6.31
H 2.73 -5.16 6.93
H 1.17 -5.36 7.91
H 1.83 -3.82 7.48
C -4.08 -0.75 -1.20
O -4.11 -1.99 -0.53
C -2.91 -2.53 0.04
C -3.28 -3.81 0.82
O -3.59 -4.77 -0.17
C -3.93 -6.01 0.41
C -4.05 -7.14 -0.66
O -2.86 -7.52 -1.33
C -3.10 -8.31 -2.51
H -4.12 0.06 -0.48
H -4.97 -0.61 -1.82
H -3.17 -0.67 -1.80
H -2.44 -1.80 0.68
H -2.20 -2.77 -0.75
H -4.06 -3.62 1.56
H -2.45 -4.12 1.44
H -4.86 -6.00 0.97
H -3.17 -6.24 1.15
H -4.67 -6.76 -1.47
H -4.62 -7.98 -0.26
H -3.84 -7.86 -3.18
H -3.59 -9.23 -2.21
H -2.17 -8.41 -3.06
C -3.49 2.22 7.32
O -3.84 3.24 6.43
C -5.24 3.26 6.17
C -5.65 4.19 4.99
O -4.88 3.97 3.83
C -5.27 2.82 3.07
C -4.56 2.87 1.69
O -4.86 4.07 1.00
C -3.95 4.27 -0.09
H -3.96 2.33 8.30
H -2.44 2.21 7.60
H -3.81 1.23 6.98
H -5.72 3.67 7.06
H -5.70 2.27 6.05
H -5.52 5.24 5.25
H -6.71 4.07 4.76
H -6.35 2.82 2.92
H -5.08 1.86 3.56
H -4.94 2.02 1.12
H -3.51 2.68 1.88
H -4.05 3.48 -0.84
H -2.90 4.19 0.19
H -4.19 5.26 -0.47
C 3.11 2.63 0.14
O 2.23 3.64 0.60
C 1.85 4.52 -0.43
C 1.02 5.65 0.25
O 0.07 5.02 1.15
C -0.56 6.05 1.94
C -1.44 5.31 2.98
O -0.73 4.24 3.54
C -1.40 3.68 4.67
H 2.66 1.94 -0.57
H 3.37 2.02 1.01
H 4.02 3.04 -0.30
H 1.31 3.98 -1.21
H 2.71 5.01 -0.88
H 0.49 6.18 -0.54
H 1.70 6.27 0.83
H -1.15 6.70 1.29
H 0.13 6.76 2.41
H -2.29 4.88 2.45
H -1.85 6.02 3.70
H -1.27 4.25 5.58
H -0.99 2.68 4.81
H -2.43 3.57 4.33
O -0.92 1.12 -5.98
C -1.85 0.45 -5.41
O -2.97 0.91 -4.82
C -3.59 2.15 -5.17
C -3.63 3.07 -3.93
C -1.74 -1.04 -5.18
H -4.59 1.86 -5.50
H -3.06 2.61 -6.00
H -3.93 4.07 -4.24
H -2.64 3.18 -3.48
H -4.34 2.72 -3.18
H -2.01 -1.45 -4.21
H -0.65 -1.10 -5.29
H -2.27 -1.58 -5.97

13
Properties=species:S:1:pos:R:3 method="wB97M-V/def2-TZVPD" gap_ev=10.75 total_charge=+1 spin_multiplicity=1 relative_energy_kcal_mol=19.80 largest_force_ev_per_a=0.60
Cs -0.02 1.55 -2.10
C -2.11 0.65 0.93
O -2.36 0.68 -0.47
H -2.64 -0.17 1.41
H -1.04 0.49 1.09
H -2.39 1.59 1.41
H -3.31 0.73 -0.61
C 2.28 -1.16 0.01
O 2.18 -0.68 -1.34
H 2.26 -2.24 -0.05
H 3.21 -0.84 0.49
H 1.43 -0.83 0.61
H 2.51 0.22 -1.38